{"formula": "C43H50Br2F6GeKN3O4PSbSe", "method": "ωB97M-V/def2-TZVPD", "homo_energy_ev": [-4.6, -5.0], "total_charge": -1, "multiplicity": 2, "gap_ha": [0.2225, 0.2398], "elements": ["K", "C", "C", "C", "C", "C", "C", "P", "C", "C", "C", "C", "C", "C", "C", "C", "C", "C", "C", "C", "H", "H", "H", "H", "H", "H", "H", "H", "H", "H", "H", "H", "H", "H", "Br", "C", "C", "C", "Br", "C", "C", "C", "C", "N", "C", "C", "O", "H", "H", "H", "H", "O", "N", "F", "Sb", "F", "F", "F", "F", "F", "C", "Ge", "C", "C", "C", "Se", "C", "H", "H", "H", "H", "H", "H", "H", "H", "H", "H", "H", "H", "H", "H", "O", "C", "O", "C", "N", "C", "C", "C", "H", "H", "H", "H", "H", "H", "H", "H", "H", "C", "C", "C", "C", "C", "C", "H", "H", "H", "H", "H", "H", "H", "H", "H"], "xyz": [[-0.945, -0.298, -1.293], [1.218, 6.199, 3.276], [1.310, 5.878, 1.928], [0.697, 4.730, 1.445], [-0.035, 3.899, 2.294], [-0.121, 4.232, 3.645], [0.505, 5.372, 4.134], [-0.787, 2.401, 1.525], [-1.120, 1.350, 2.987], [-2.385, 0.901, 3.346], [-2.538, -0.012, 4.383], [-1.434, -0.465, 5.088], [-0.166, -0.005, 4.750], [-0.016, 0.886, 3.701], [-2.452, 3.018, 1.097], [-2.937, 4.272, 1.441], [-4.200, 4.685, 1.032], [-4.995, 3.833, 0.267], [-4.538, 2.584, -0.096], [-3.260, 2.160, 0.314], [1.703, 7.089, 3.657], [1.866, 6.518, 1.254], [0.783, 4.468, 0.395], [-0.682, 3.591, 4.315], [0.431, 5.618, 5.186], [-3.254, 1.229, 2.790], [-3.527, -0.379, 4.626], [-1.558, -1.179, 5.894], [0.705, -0.358, 5.290], [0.972, 1.221, 3.413], [-2.325, 4.943, 2.031], [-4.563, 5.667, 1.311], [-5.982, 4.151, -0.046], [-5.137, 1.903, -0.684], [2.336, 3.869, -2.734], [1.145, 2.984, -3.931], [0.901, 3.571, -5.177], [0.000, 3.009, -6.034], [-0.293, 3.846, -7.721], [-0.708, 1.835, -5.677], [-1.695, 1.220, -6.480], [-2.349, 0.108, -6.028], [-2.004, -0.423, -4.774], [-1.069, 0.106, -4.019], [-0.432, 1.229, -4.426], [0.516, 1.815, -3.474], [0.725, 1.300, -2.332], [1.425, 4.476, -5.452], [-1.937, 1.651, -7.442], [-3.130, -0.360, -6.611], [-2.528, -1.290, -4.377], [-3.445, 0.304, -0.911], [-2.738, 0.926, 0.017], [-2.137, -2.303, -0.703], [-4.043, -1.860, -0.959], [-5.883, -1.619, -0.545], [-3.803, -1.416, 0.945], [-4.353, -3.615, -0.202], [-4.601, -0.879, -2.529], [-3.649, -3.016, -2.480], [6.007, -0.612, 2.600], [4.910, 0.406, 1.343], [3.708, 1.629, 2.265], [6.076, 1.372, 0.099], [3.816, -0.955, 0.382], [2.467, -0.173, -0.755], [3.575, 0.492, -2.189], [6.614, 0.065, 3.204], [6.676, -1.293, 2.073], [5.373, -1.195, 3.269], [4.267, 2.462, 2.694], [3.202, 1.105, 3.074], [2.951, 2.040, 1.592], [6.873, 1.863, 0.659], [5.531, 2.145, -0.443], [6.538, 0.696, -0.622], [3.221, -1.525, 1.099], [4.415, -1.639, -0.216], [3.934, 1.473, -1.896], [2.903, 0.595, -3.035], [4.383, -0.212, -2.371], [-1.048, -1.286, 1.641], [-0.194, -2.273, 1.553], [1.000, -2.055, 1.398], [-0.757, -3.690, 1.618], [-2.165, -3.688, 1.947], [-2.428, -4.588, 3.058], [-1.126, -4.519, 3.851], [-0.077, -4.508, 2.736], [-0.534, -4.125, 0.639], [-2.817, -3.742, 1.171], [-1.987, -1.594, 1.587], [-2.616, -5.625, 2.741], [-3.295, -4.252, 3.629], [-1.001, -5.347, 4.548], [-1.091, -3.579, 4.409], [0.102, -5.526, 2.385], [0.879, -4.077, 3.029], [1.882, -4.024, -4.175], [1.013, -3.835, -2.923], [1.120, -5.070, -2.017], [-0.450, -3.587, -3.325], [1.508, -2.665, -2.189], [1.916, -1.694, -1.610], [1.528, -4.896, -4.728], [2.928, -4.181, -3.908], [1.812, -3.151, -4.826], [0.751, -5.943, -2.557], [0.515, -4.940, -1.120], [2.154, -5.251, -1.718], [-0.824, -4.450, -3.880], [-0.524, -2.707, -3.965], [-1.102, -3.442, -2.462]], "lowdin_spin": [0.00, 0.00, 0.00, 0.00, 0.00, 0.00, 0.00, 0.01, 0.01, 0.00, 0.00, 0.00, 0.00, 0.00, 0.08, -0.01, 0.10, -0.01, 0.08, 0.01, 0.00, 0.00, 0.00, 0.00, 0.00, 0.00, 0.00, 0.00, 0.00, 0.00, 0.00, 0.01, 0.00, 0.01, 0.00, 0.00, 0.00, 0.00, 0.00, 0.00, 0.00, 0.00, 0.00, 0.00, 0.00, 0.00, 0.00, 0.00, 0.00, 0.00, 0.00, 0.24, 0.44, 0.00, 0.01, 0.00, 0.01, 0.00, 0.00, 0.00, 0.00, 0.00, 0.00, 0.00, 0.00, 0.00, 0.00, 0.00, 0.00, 0.00, 0.00, 0.00, 0.00, 0.00, 0.00, 0.00, 0.00, 0.00, 0.00, 0.00, 0.00, 0.00, 0.00, 0.00, 0.00, 0.00, 0.00, 0.00, 0.00, 0.00, 0.00, 0.00, 0.00, 0.00, 0.00, 0.00, 0.00, 0.00, 0.00, 0.00, 0.00, 0.00, 0.00, 0.00, 0.00, 0.00, 0.00, 0.00, 0.00, 0.00, 0.00, 0.00, 0.00]}

***

{"formula": "C43H51BN8O6SY", "method": "ωB97M-V/def2-TZVPD", "homo_energy_ev": -9.9, "total_charge": 1, "gap_ha": 0.2540, "elements": ["Y", "O", "C", "O", "C", "C", "C", "C", "C", "C", "N", "C", "C", "C", "C", "C", "C", "N", "H", "H", "H", "H", "H", "H", "H", "H", "H", "H", "C", "C", "N", "O", "C", "C", "N", "O", "H", "H", "H", "H", "H", "H", "H", "C", "C", "C", "C", "C", "C", "C", "N", "C", "C", "C", "C", "C", "C", "C", "N", "C", "C", "C", "C", "H", "H", "H", "H", "H", "H", "H", "H", "H", "H", "H", "H", "H", "H", "H", "H", "H", "H", "H", "H", "H", "H", "H", "H", "O", "B", "O", "C", "C", "C", "C", "C", "C", "H", "H", "H", "H", "C", "N", "C", "N", "S", "H", "H", "H", "H", "H", "H"], "xyz": [[-0.063, -0.063, -0.027], [0.782, 3.010, -7.743], [1.506, 2.317, -6.844], [2.433, 1.644, -7.199], [1.115, 2.460, -5.407], [2.106, 2.355, -4.432], [1.770, 2.361, -3.093], [0.429, 2.432, -2.724], [-0.560, 2.581, -3.685], [-0.213, 2.602, -5.026], [0.063, 2.284, -1.358], [-0.342, 3.328, -0.762], [-0.770, 3.279, 0.639], [-1.096, 4.447, 1.303], [-1.474, 4.375, 2.637], [-1.515, 3.133, 3.235], [-1.188, 2.006, 2.485], [-0.815, 2.064, 1.212], [0.187, 3.628, -7.304], [3.137, 2.245, -4.741], [2.525, 2.259, -2.326], [-1.599, 2.627, -3.386], [-0.999, 2.663, -5.769], [-0.380, 4.296, -1.266], [-1.048, 5.393, 0.780], [-1.730, 5.269, 3.187], [-1.801, 3.009, 4.269], [-1.227, 1.029, 2.934], [-0.603, -3.125, 3.935], [0.090, -2.341, 2.864], [0.288, -1.068, 2.955], [-0.206, -0.488, 4.136], [0.488, -3.004, 1.630], [0.711, -4.476, 1.497], [0.552, -2.211, 0.602], [0.787, -2.629, -0.593], [-1.655, -2.822, 3.985], [-0.152, -2.944, 4.911], [-0.588, -4.189, 3.719], [-1.097, -0.846, 4.276], [1.147, -4.907, 2.397], [1.385, -4.642, 0.658], [-0.217, -5.008, 1.274], [5.037, -0.530, -5.622], [4.158, -1.731, -5.239], [3.383, -2.186, -6.477], [5.046, -2.887, -4.761], [3.237, -1.302, -4.108], [3.755, -0.939, -2.869], [2.906, -0.518, -1.867], [1.585, -0.431, -2.006], [1.061, -0.812, -3.177], [1.855, -1.235, -4.236], [-0.421, -0.732, -3.300], [-1.067, -1.002, -4.500], [-2.439, -0.849, -4.626], [-3.122, -0.418, -3.489], [-2.426, -0.193, -2.322], [-1.100, -0.345, -2.209], [-3.188, -1.129, -5.919], [-4.200, -2.255, -5.663], [-3.931, 0.144, -6.350], [-2.252, -1.555, -7.049], [5.733, -0.821, -6.410], [5.622, -0.181, -4.769], [4.426, 0.290, -5.996], [4.087, -2.530, -7.234], [2.811, -1.367, -6.914], [2.712, -3.016, -6.246], [5.692, -3.210, -5.578], [4.443, -3.740, -4.445], [5.688, -2.596, -3.930], [4.818, -0.973, -2.673], [3.301, -0.224, -0.904], [1.403, -1.525, -5.168], [-0.489, -1.320, -5.351], [-4.192, -0.274, -3.490], [-2.953, 0.103, -1.425], [-4.928, -1.977, -4.901], [-3.696, -3.165, -5.336], [-4.744, -2.476, -6.582], [-4.641, 0.476, -5.593], [-4.486, -0.045, -7.269], [-3.228, 0.957, -6.543], [-1.728, -2.482, -6.812], [-1.512, -0.784, -7.277], [-2.834, -1.728, -7.954], [-2.630, -0.812, 2.351], [-2.406, -0.767, 0.936], [-3.564, -1.312, 0.338], [-4.432, -1.675, 1.333], [-5.676, -2.256, 1.232], [-6.345, -2.520, 2.425], [-5.780, -2.209, 3.657], [-4.520, -1.621, 3.746], [-3.868, -1.367, 2.560], [-6.108, -2.496, 0.271], [-7.325, -2.977, 2.393], [-6.330, -2.426, 4.562], [-4.079, -1.368, 4.702], [5.003, 2.705, 1.574], [4.462, 1.562, 2.287], [3.304, 0.955, 2.009], [2.976, -0.121, 2.726], [2.283, 1.530, 0.777], [5.671, 3.245, 2.241], [4.192, 3.363, 1.274], [5.555, 2.396, 0.685], [5.044, 1.151, 2.999], [3.542, -0.420, 3.503], [2.041, -0.523, 2.621]], "mulliken_charge": [-0.61, -0.50, 0.49, -0.50, 0.91, -0.85, -0.32, -1.10, -0.45, -0.77, 1.26, -0.35, 0.45, -1.11, -0.49, -1.27, -0.44, 0.52, 0.36, 0.42, 0.59, 0.50, 0.16, 0.39, 0.51, 0.46, 0.50, 0.66, -1.60, 1.28, 0.13, -0.61, -0.34, -1.99, 0.89, -0.83, 0.17, 0.34, 0.48, 0.32, 0.50, 0.42, 0.32, -1.44, 2.05, -2.03, -1.76, 0.06, -0.99, -1.39, 1.58, -0.24, -0.30, 0.42, -0.40, 0.40, -1.44, -1.08, 0.97, 1.90, -1.68, -1.47, -2.03, 0.49, 0.32, 0.17, 0.45, 0.31, 0.45, 0.48, 0.38, 0.31, 0.49, 0.16, 0.59, 0.41, 0.58, 0.91, 0.34, 0.38, 0.46, 0.36, 0.46, 0.19, 0.42, 0.41, 0.44, 0.36, 1.13, -0.62, 0.76, -1.00, -0.55, -0.82, -0.83, 0.30, 0.50, 0.40, 0.42, 0.52, -0.84, -0.26, 0.73, -0.25, -0.29, 0.35, 0.31, 0.26, 0.23, 0.24, -0.10]}

***

So what do the calculations give for ΔE to the lowest compared entry with this formula, charge and spin? Going down the list: 0.000, 2.664 eV.